No. 1
Here is the molecule C25H25N3O2 at a distorted geometry from the Open Molecules 2025 dataset. Energies are from the ωB97M-V functional and the def2-TZVPD basis.

```
55
Properties=species:S:1:pos:R:3:forces:R:3:mulliken_charge:R:1
C -2.842 0.122 1.047 0.89 0.17 0.40 -0.46
N -2.068 -0.850 0.741 -0.73 0.00 -0.32 -0.76
N -0.840 -0.988 1.195 0.60 -0.02 0.42 0.63
C -0.019 -1.964 0.511 0.24 -0.14 -0.17 -1.22
C 1.232 -1.283 -0.032 -0.09 -0.23 -0.16 -0.49
N 2.063 -0.830 1.074 0.07 0.05 -0.02 0.19
C 3.134 0.098 0.707 -0.01 -0.04 0.20 -0.04
C 4.216 -0.617 -0.077 0.08 -0.02 0.01 0.14
C 5.106 0.097 -0.870 0.01 -0.01 0.02 -0.36
C 6.119 -0.554 -1.551 0.09 0.04 -0.04 -0.81
C 6.264 -1.926 -1.442 0.07 -0.05 -0.05 -0.43
C 5.399 -2.641 -0.631 0.07 -0.06 -0.01 -0.80
C 4.388 -1.990 0.052 0.00 0.02 0.00 -0.50
C 2.609 1.345 0.024 0.02 0.07 0.05 0.40
C 2.300 2.470 0.780 0.08 -0.06 -0.03 -0.55
C 1.727 3.584 0.193 -0.07 0.11 0.03 -0.70
C 1.447 3.588 -1.162 -0.03 0.09 0.01 -0.49
C 1.760 2.478 -1.928 -0.03 -0.04 -0.09 -1.00
C 2.338 1.366 -1.341 0.03 0.10 0.03 0.09
C 1.280 -0.466 2.242 -0.23 -0.07 0.22 -1.24
C -0.120 0.049 1.912 -0.20 0.16 0.00 -0.81
C -4.204 0.150 0.559 -0.80 0.14 -0.27 0.85
C -5.032 1.225 0.881 0.41 -0.25 0.01 -0.75
C -6.349 1.302 0.442 -0.44 -0.22 -0.29 -0.88
C -6.812 0.266 -0.331 0.38 -0.27 -0.02 0.90
C -5.992 -0.817 -0.662 -0.24 0.46 0.17 0.95
C -4.696 -0.901 -0.235 -0.24 0.01 -0.07 -1.32
O -6.704 -1.700 -1.437 0.52 0.02 0.20 -0.49
C -7.991 -1.143 -1.578 -0.98 -0.53 -0.65 -0.22
O -8.053 0.086 -0.889 0.22 0.38 0.30 -0.48
H -2.541 0.960 1.680 0.12 -0.10 0.03 0.28
H -0.613 -2.385 -0.300 0.08 0.04 0.09 0.47
H 0.261 -2.771 1.197 0.02 -0.05 -0.10 0.33
H 1.812 -1.980 -0.643 -0.08 0.03 -0.08 0.65
H 0.907 -0.452 -0.679 0.00 -0.16 0.06 0.24
H 3.599 0.401 1.657 -0.12 0.02 -0.12 0.77
H 5.008 1.170 -0.954 -0.02 0.06 -0.04 0.44
H 6.800 0.015 -2.168 0.06 0.04 -0.05 0.40
H 7.052 -2.434 -1.978 0.06 -0.04 -0.05 0.39
H 5.516 -3.710 -0.525 0.01 -0.08 0.01 0.41
H 3.726 -2.541 0.702 -0.11 -0.04 0.04 0.43
H 2.518 2.480 1.840 0.04 -0.03 0.10 0.32
H 1.497 4.450 0.797 -0.02 0.07 0.04 0.40
H 0.994 4.454 -1.621 -0.03 0.07 -0.04 0.42
H 1.554 2.477 -2.988 -0.02 0.00 -0.08 0.37
H 2.603 0.515 -1.952 0.00 -0.06 -0.04 0.58
H 1.179 -1.356 2.877 -0.05 0.17 0.08 0.38
H 1.811 0.288 2.825 -0.03 -0.04 -0.02 0.47
H -0.057 0.968 1.308 -0.06 0.00 0.06 0.55
H -0.654 0.282 2.839 0.03 0.07 -0.02 0.63
H -4.640 2.025 1.492 0.07 0.07 0.07 0.35
H -6.983 2.135 0.696 -0.08 0.11 0.03 0.44
H -4.060 -1.733 -0.484 0.07 -0.15 -0.05 0.47
H -8.741 -1.836 -1.163 0.22 0.17 -0.02 0.23
H -8.207 -0.977 -2.647 0.12 0.01 0.25 0.23
```
Forces are in eV/Å.

molar mass	399.49	g/mol
energy relative to the best compared isomer or geometry (same formula, charge and spin)	73.7	kcal per mole
energy	-34894.2274	eV
maximum force	0.02510	Eh/bohr
SMILES	C(=N\N1CCN(C(c2ccccc2)c2ccccc2)CC1)/c1ccc2c(c1)OCO2
HOMO	-0.262	Eh

***

No. 2
Here is the molecule C25H25N3O4 from the Open Molecules 2025 dataset. Energies are from the ωB97M-V functional and the def2-TZVPD basis.

```
57
Properties=species:S:1:pos:R:3:forces:R:3:mulliken_charge:R:1
C -2.180 -3.381 -2.455 -0.11 0.11 -0.13 -0.57
O -1.410 -4.211 -1.618 0.19 -0.18 0.18 -0.48
C -0.424 -3.644 -0.873 0.14 0.07 0.13 0.56
C 0.302 -4.512 -0.054 -0.13 0.10 -0.10 -0.67
C 1.305 -4.022 0.752 0.06 0.07 0.00 -0.43
C 1.628 -2.670 0.749 -0.09 0.11 -0.07 0.18
O 2.656 -2.245 1.583 -0.14 -0.33 -0.52 -0.64
C 2.227 -1.505 2.708 -0.10 0.20 0.33 -0.80
C 0.933 -1.794 -0.088 0.26 -0.42 0.29 -0.17
C 1.208 -0.349 -0.183 0.18 0.19 0.04 0.26
N 0.146 0.429 -0.340 0.11 0.06 0.04 -0.48
C 0.274 1.751 -0.475 0.60 0.12 0.04 0.32
C -0.991 2.533 -0.625 -0.34 -0.12 -0.12 0.06
O -1.016 3.746 -0.701 0.15 0.24 0.03 -0.72
N -2.084 1.741 -0.692 -0.17 -0.30 0.14 0.01
C -3.431 2.240 -0.714 -0.33 0.38 0.22 -1.23
C -4.183 1.915 0.590 0.53 -0.03 -0.16 0.36
C -4.373 0.398 0.794 -0.09 0.17 0.11 -0.52
C -5.842 0.280 1.199 -0.03 0.23 -0.10 -0.56
C -6.446 1.478 0.471 -0.23 -0.28 0.01 -0.48
O -5.477 2.500 0.575 0.07 0.15 -0.07 -0.46
C 1.497 2.409 -0.480 -0.21 -0.27 0.01 -0.66
C 2.631 1.626 -0.334 -0.36 -0.47 0.07 0.98
C 2.489 0.221 -0.175 -0.49 0.59 -0.13 -0.19
N 3.728 -0.343 -0.084 0.11 -0.40 -0.03 -0.03
C 4.678 0.644 -0.139 0.03 0.60 -0.14 -0.38
C 6.060 0.544 -0.064 0.11 -0.06 0.03 -0.62
C 6.792 1.711 -0.164 -0.02 -0.16 0.03 -0.48
C 6.172 2.949 -0.335 0.01 0.27 -0.03 -0.77
C 4.798 3.055 -0.409 0.07 -0.12 0.02 -0.41
C 4.040 1.895 -0.309 0.33 -0.29 0.06 0.61
C -0.099 -2.296 -0.880 -0.18 -0.22 -0.16 -0.18
H -2.898 -4.040 -2.941 0.03 0.09 0.01 0.24
H -2.717 -2.620 -1.880 0.03 0.00 -0.02 0.13
H -1.563 -2.894 -3.216 -0.02 0.00 0.04 0.32
H 0.052 -5.561 -0.060 -0.03 -0.14 0.01 0.46
H 1.860 -4.682 1.400 0.06 -0.06 0.08 0.46
H 1.659 -0.617 2.415 0.05 -0.04 0.03 0.27
H 1.609 -2.123 3.367 0.04 0.01 -0.05 0.33
H 3.131 -1.201 3.234 -0.06 0.03 0.03 0.27
H -1.914 0.755 -0.546 0.04 0.09 -0.04 0.33
H -3.978 1.816 -1.564 -0.02 0.06 0.05 0.29
H -3.375 3.324 -0.836 -0.06 -0.14 -0.05 0.40
H -3.634 2.367 1.426 -0.01 -0.08 -0.11 0.29
H -3.695 -0.002 1.545 0.05 -0.06 -0.03 0.35
H -4.203 -0.128 -0.147 0.04 -0.06 -0.04 0.13
H -6.293 -0.664 0.903 -0.03 -0.06 0.03 0.33
H -5.952 0.407 2.276 -0.04 -0.02 0.02 0.29
H -7.368 1.851 0.920 0.01 -0.05 -0.06 0.33
H -6.636 1.234 -0.585 -0.03 0.01 0.08 0.26
H 1.529 3.480 -0.601 -0.03 0.13 -0.01 0.60
H 3.894 -1.308 0.156 -0.05 0.12 0.09 0.29
H 6.542 -0.413 0.069 0.07 -0.08 0.00 0.42
H 7.869 1.666 -0.108 0.08 -0.02 0.00 0.39
H 6.782 3.836 -0.410 0.04 0.07 -0.01 0.40
H 4.318 4.013 -0.541 -0.02 0.12 -0.01 0.47
H -0.622 -1.591 -1.505 -0.07 0.01 -0.07 0.55
```
Forces are in eV/Å.

molar mass	431.49	g/mol
energy relative to the best compared isomer or geometry (same formula, charge and spin)	47.8	kcal per mole
energy	-38991.9250	eV
maximum force	0.01513	Eh/bohr
SMILES	COc1ccc(OC)c(-c2nc(C(=O)NC[C@@H]3CCCO3)cc3c2[nH]c2ccccc23)c1
HOMO	-0.298	Eh

***

No. 3
Here is a structure of composition C25H25N4NiO2PS2 from the Open Molecules 2025 dataset. Energies are from the ωB97M-V functional and the def2-TZVPD basis.

```
60
Properties=species:S:1:pos:R:3:forces:R:3:mulliken_charge:R:1
Ni 0.064 -1.127 -0.949 0.06 0.27 -0.21 -0.16
O 1.028 0.401 -1.339 0.06 -0.14 0.09 -0.96
C 1.163 1.118 -0.254 -0.29 0.14 -0.23 -0.17
O 2.478 -0.852 0.774 -0.06 0.10 -0.03 -0.37
C -1.149 1.896 -0.382 -0.01 -0.06 -0.01 -2.17
P -1.475 0.133 -0.039 -0.11 0.14 0.09 0.95
C -3.117 -0.166 -0.748 0.02 -0.04 -0.07 0.58
C -3.217 -0.758 -2.004 -0.01 -0.01 0.03 -0.47
C -4.460 -0.934 -2.596 0.00 -0.01 -0.01 -0.74
C -5.606 -0.521 -1.934 0.00 0.00 0.00 -0.44
C -5.512 0.069 -0.681 0.00 0.00 0.00 -0.77
C -4.273 0.248 -0.088 0.01 0.01 0.01 -0.26
C -1.713 -0.098 1.740 -0.02 -0.06 -0.01 0.53
C -2.330 -1.267 2.192 0.01 -0.02 0.00 -0.23
C -2.530 -1.470 3.546 -0.01 -0.01 0.01 -0.77
C -2.113 -0.509 4.460 0.01 0.01 -0.01 -0.50
C -1.501 0.650 4.013 -0.01 -0.01 0.01 -0.72
C -1.297 0.865 2.654 0.03 0.06 -0.01 -0.42
H -1.381 2.017 -1.442 -0.02 -0.01 -0.01 0.48
H -1.834 2.512 0.203 0.02 0.00 0.00 0.56
H -2.320 -1.086 -2.516 -0.01 0.00 -0.01 0.22
H -4.531 -1.397 -3.572 0.00 0.00 0.00 0.41
H -6.576 -0.662 -2.394 0.00 0.00 0.00 0.39
H -6.407 0.392 -0.164 0.00 0.00 0.00 0.41
H -4.201 0.704 0.891 0.00 0.00 0.00 0.45
H -2.667 -2.015 1.485 -0.01 0.00 -0.01 0.37
H -3.015 -2.376 3.888 0.00 0.00 0.00 0.42
H -2.272 -0.667 5.519 0.00 0.00 0.00 0.38
H -1.177 1.403 4.721 0.00 0.00 0.00 0.46
H -0.803 1.774 2.315 0.03 -0.01 -0.03 0.42
C 2.158 4.788 -2.331 -0.01 0.00 -0.01 -1.24
C 1.691 3.967 -1.159 0.04 -0.05 0.18 0.97
C 2.320 4.117 0.100 0.06 0.07 0.07 -1.15
C 1.511 3.780 1.193 0.16 0.05 -0.23 -0.47
N 0.435 3.040 1.108 -0.14 -0.16 0.16 -0.67
C 0.310 2.401 -0.181 0.22 0.03 -0.03 3.12
S 1.998 0.571 1.060 0.10 -0.08 0.19 -0.12
N 0.632 3.227 -1.333 -0.14 -0.01 -0.15 -0.96
H 3.239 4.929 -2.300 0.00 -0.01 0.01 0.38
H 1.693 5.775 -2.303 0.00 0.01 0.01 0.23
H 1.878 4.304 -3.265 -0.01 0.00 -0.01 0.35
H 3.174 4.769 0.223 -0.01 0.01 0.00 0.40
H 1.724 4.211 2.170 -0.01 0.00 0.03 0.40
C 4.090 -3.997 1.310 0.00 0.01 -0.01 -1.50
C 3.245 -3.527 0.182 0.05 0.00 -0.04 0.87
C 3.722 -2.867 -0.919 -0.02 -0.02 0.02 -0.89
C 2.809 -2.214 -1.748 0.02 -0.03 -0.08 1.12
N 1.493 -2.424 -1.612 -0.03 0.12 0.21 -0.42
C 1.035 -3.143 -0.582 0.01 -0.19 0.06 0.58
S -0.654 -3.157 -0.363 0.02 -0.07 0.03 -0.50
N 1.909 -3.675 0.308 -0.01 0.00 0.00 0.07
C 3.226 -1.226 -2.767 -0.01 0.00 0.00 -1.14
H 5.127 -4.097 1.001 0.00 0.00 0.00 0.40
H 3.739 -4.946 1.713 0.00 0.00 0.00 0.39
H 4.035 -3.236 2.094 0.01 -0.01 0.01 0.34
H 4.784 -2.721 -1.043 0.00 0.01 -0.01 0.37
H 1.522 -4.052 1.163 0.00 -0.01 -0.01 0.29
H 4.299 -1.245 -2.939 0.00 0.00 0.00 0.41
H 2.920 -0.245 -2.387 0.01 0.00 0.00 0.16
H 2.681 -1.386 -3.696 0.01 0.00 0.00 0.32
```
Forces are in eV/Å.

molar mass	567.30	g/mol
energy relative to the best compared isomer or geometry (same formula, charge and spin)	81.6	kcal per mole
energy	-108387.3632	eV
maximum force	0.00770	Eh/bohr
HOMO (spin up / spin down)	-0.212 / -0.212	Eh

***

No. 4
Here is the molecule C25H25N5O4 at a distorted geometry from the Open Molecules 2025 dataset. Energies are from the ωB97M-V functional and the def2-TZVPD basis.

```
59
Properties=species:S:1:pos:R:3:forces:R:3:mulliken_charge:R:1
C -9.066 -0.062 -0.235 -0.42 -0.35 -0.02 -0.72
O -8.212 1.060 -0.202 0.36 0.18 0.01 -0.47
C -6.863 0.936 -0.131 0.18 0.06 0.01 0.42
C -6.184 2.155 -0.093 -0.14 -0.22 0.00 -0.83
C -4.813 2.231 -0.019 0.17 -0.24 0.00 -0.95
C -4.050 1.062 0.015 -0.79 0.01 -0.06 0.14
C -2.610 1.036 0.094 0.81 0.33 0.08 0.20
C -1.804 2.107 0.221 -0.67 -0.15 -0.07 -0.70
C -0.365 2.133 0.302 0.63 -0.19 -0.02 0.50
O 0.116 3.374 0.266 -0.39 -0.31 -0.05 -0.63
C 0.479 1.037 0.404 0.06 0.87 -0.18 -0.09
C 0.016 -0.272 0.578 -0.43 -0.52 0.26 -0.18
N -0.316 -1.359 0.763 -0.24 -0.13 0.00 -0.69
C 1.910 1.242 0.434 0.31 0.23 0.03 1.11
N 2.474 2.422 0.526 -1.03 -0.20 0.01 -0.67
N 3.808 2.272 0.554 1.07 -0.13 -0.12 -0.76
C 4.065 0.992 0.483 -0.24 0.27 0.09 0.38
N 5.310 0.436 0.600 0.11 -0.19 0.26 -0.04
C 5.731 -0.592 -0.340 0.13 -0.03 -0.57 -0.30
C 6.205 0.054 -1.649 -0.17 -0.32 0.15 -0.57
O 7.254 0.963 -1.417 0.17 -0.04 -0.03 -0.42
C 6.856 1.985 -0.524 -0.11 0.12 0.29 -0.52
C 6.384 1.400 0.810 0.21 0.28 -0.12 -0.77
N 2.892 0.272 0.399 -0.01 0.87 0.00 0.88
C 2.731 -1.128 0.312 -0.02 -0.81 -0.05 -1.33
C 2.264 -1.696 -0.868 0.21 0.11 0.15 0.37
C 2.107 -3.066 -0.946 0.00 0.00 -0.06 -0.83
C 2.417 -3.865 0.141 -0.01 -0.05 -0.02 -0.38
C 2.888 -3.295 1.312 0.03 -0.03 0.04 -0.96
C 3.048 -1.925 1.404 -0.06 0.22 -0.14 0.32
C -4.727 -0.163 -0.029 0.17 0.16 0.02 -0.26
C -6.106 -0.255 -0.097 -0.30 -0.04 -0.02 1.11
O -6.774 -1.453 -0.133 -0.05 0.49 -0.01 -0.42
C -6.029 -2.645 -0.076 0.11 -0.20 0.01 -0.95
H -8.882 -0.684 -1.113 -0.04 0.05 0.08 0.26
H -8.967 -0.671 0.666 -0.02 0.05 -0.08 0.27
H -10.073 0.352 -0.286 0.07 -0.05 0.00 0.29
H -6.787 3.049 -0.122 -0.08 0.09 -0.01 0.42
H -4.339 3.198 0.005 0.05 0.13 0.00 0.36
H -2.173 0.050 0.050 -0.01 -0.06 -0.01 0.17
H -2.223 3.103 0.249 -0.07 0.06 0.04 0.34
H 1.108 3.365 0.362 0.20 -0.14 0.05 0.54
H 4.920 -1.292 -0.534 0.15 -0.01 0.00 0.04
H 6.563 -1.131 0.122 -0.07 -0.03 -0.06 0.38
H 6.597 -0.701 -2.333 -0.10 0.01 0.01 0.40
H 5.356 0.571 -2.126 0.05 -0.06 0.00 0.32
H 7.731 2.620 -0.382 -0.08 0.04 0.04 0.36
H 6.040 2.576 -0.962 0.11 -0.03 0.02 0.34
H 6.017 2.194 1.458 0.12 -0.04 0.02 0.49
H 7.205 0.864 1.294 -0.01 0.07 -0.01 0.37
H 2.020 -1.061 -1.708 -0.02 0.08 -0.05 0.49
H 1.737 -3.509 -1.858 -0.04 -0.04 -0.07 0.42
H 2.286 -4.935 0.077 -0.01 -0.10 0.00 0.42
H 3.124 -3.918 2.161 0.02 -0.06 0.07 0.42
H 3.411 -1.465 2.311 0.03 0.06 0.08 0.49
H -4.133 -1.062 -0.001 0.03 -0.13 0.00 0.48
H -5.449 -2.716 0.850 0.00 0.00 -0.04 0.36
H -5.358 -2.743 -0.935 -0.01 0.01 0.04 0.35
H -6.766 -3.446 -0.102 0.10 0.01 0.00 0.24
```
Forces are in eV/Å.

molar mass	459.51	g/mol
energy relative to the best compared isomer or geometry (same formula, charge and spin)	77.0	kcal per mole
energy	-41969.0590	eV
maximum force	0.02113	Eh/bohr
SMILES	COc1ccc(/C=C/C(O)=C(\C#N)c2nnc(N3CCOCC3)n2-c2ccccc2)cc1OC
HOMO	-0.275	Eh